# 1
{
  "formula": "C5H4NO2",
  "method": "ωB97M-V/def2-TZVPD",
  "lumo_energy_ev": [3.1, 4.0],
  "charge": -1,
  "energy_ev": -10830.32122,
  "orbital_gap_ev": [6.076, 6.904],
  "e_above_lowest_kcal_mol": 122.3,
  "elements": ["O", "O", "N", "C", "C", "C", "C", "C", "H", "H", "H", "H"],
  "coordinates": [[1.19865, -3.25340, -1.68389], [-3.28907, -0.09823, 0.91045], [0.57248, -1.15488, -1.02269], [-0.34483, -0.14273, -0.76489], [-0.79274, 0.19241, 0.66549], [-1.77210, -0.51856, -0.94748], [-2.25868, -0.20545, 0.23775], [0.35646, -2.33304, -1.70627], [0.04616, 0.70476, -1.31227], [1.23205, -1.37549, -0.37854], [-0.82547, 1.17916, 0.90084], [-0.33732, -0.43975, 1.35990]],
  "forces_ev_per_a": [[-2.5, 2.1, -0.3], [-0.4, -0.1, 0.3], [-0.7, -3.0, -2.4], [-1.3, 1.6, -0.6], [-0.4, -2.3, -1.9], [0.7, -0.7, -2.6], [-1.3, 0.5, 2.2], [2.4, -0.9, 0.7], [-0.3, 0.8, -0.2], [2.7, -0.1, 2.5], [0.4, 3.0, 0.8], [0.6, -0.9, 1.5]],
  "mulliken_charge": [-0.4710, -0.7707, -0.1592, 0.5236, -0.9531, -1.0772, 0.7712, 0.0586, 0.2894, 0.1759, 0.2844, 0.3282]
}


# 2
{
  "formula": "C5H4NO2",
  "method": "ωB97M-V/def2-TZVPD",
  "lumo_energy_ev": [3.8, 2.4],
  "spin_multiplicity": 3,
  "charge": -1,
  "energy_ev": -10830.94738,
  "orbital_gap_ev": [7.649, 7.024],
  "s2": 2.0291,
  "e_above_lowest_kcal_mol": 15.5,
  "elements": ["O", "O", "N", "C", "C", "C", "C", "C", "H", "H", "H", "H"],
  "coordinates": [[-0.24806, 0.89778, 4.58667], [-1.23496, 1.96947, 2.90002], [2.64760, 0.86734, 1.66662], [0.03291, -0.27370, -0.32376], [0.40316, 0.13989, 2.54809], [-0.53136, 1.12401, 3.41350], [0.30139, 0.44918, -1.38149], [1.60600, 0.50573, 2.05568], [0.34993, 0.09231, -2.38105], [0.65654, 1.35475, -1.02856], [-0.43884, -1.23731, -0.34540], [0.11681, -0.81005, 2.58250]],
  "forces_ev_per_a": [[-0.1, -0.5, 1.4], [-0.9, 0.5, -0.9], [-0.1, -0.1, -0.1], [-0.9, -0.7, -1.8], [-1.0, 4.1, 1.1], [2.0, -0.4, -0.8], [0.1, -1.0, 1.9], [1.1, 0.5, -0.2], [-0.2, -0.1, -0.8], [0.9, 2.4, -0.5], [0.0, -0.7, 0.7], [-1.0, -3.9, 0.0]],
  "mulliken_spin": [0.0967, 0.0083, 0.3438, 0.9593, 0.5851, -0.0170, -0.1494, -0.0073, 0.0507, 0.0378, 0.0755, 0.0166]
}


# 3
{
  "formula": "C5H4O",
  "method": "ωB97M-V/def2-TZVPD",
  "lumo_energy_ev": -0.6,
  "smiles": "O=C1C=CC=C1",
  "charge": 0,
  "energy_ev": -7293.99512,
  "orbital_gap_ev": 8.999,
  "e_above_lowest_kcal_mol": 39.5,
  "elements": ["O", "C", "C", "C", "C", "C", "H", "H", "H", "H"],
  "coordinates": [[-2.34584, -0.15043, -0.14717], [0.81644, 0.86815, -0.01697], [-0.22913, -1.30681, 0.07698], [-1.11925, -0.05605, 0.03102], [-0.48046, 1.20888, 0.13375], [1.01035, -0.74202, -0.07867], [-0.47030, -2.46524, 0.46585], [1.61712, 1.63269, -0.19036], [-0.89073, 2.25090, 0.09522], [2.09180, -1.24008, -0.36964]],
  "forces_ev_per_a": [[1.9, -0.1, 0.2], [1.0, -0.3, -0.6], [2.2, -0.5, 1.3], [-6.0, -2.6, 0.5], [3.0, 1.0, -0.5], [1.0, 0.2, -0.8], [0.3, 3.6, -1.8], [-0.5, -1.2, 0.3], [0.2, -1.6, 0.1], [-3.1, 1.3, 1.2]],
  "mulliken_charge": [-0.5504, -0.0741, -0.3941, 0.7010, -0.5932, -0.2572, 0.2619, 0.3238, 0.3365, 0.2457]
}


# 4
{
  "formula": "C5H4O",
  "method": "ωB97M-V/def2-TZVPD",
  "lumo_energy_ev": 0.7,
  "smiles": "C#CC#CCO",
  "charge": 0,
  "energy_ev": -7293.00996,
  "orbital_gap_ev": 10.269,
  "e_above_lowest_kcal_mol": 62.2,
  "elements": ["O", "C", "C", "C", "C", "C", "H", "H", "H", "H"],
  "coordinates": [[-2.51181, 0.00129, -0.73368], [-0.19285, -0.34165, -0.29372], [3.13265, 1.07634, 0.53350], [2.13873, 0.66598, -0.01811], [0.91162, 0.14441, -0.41176], [-1.56107, -0.87448, -0.16593], [-2.36875, 0.87654, -0.34591], [-1.61370, -1.82492, -0.71009], [3.86571, 1.37930, 1.25455], [-1.80053, -1.10280, 0.89117]],
  "forces_ev_per_a": [[-0.1, 0.2, 0.1], [0.4, 0.2, -0.1], [-0.7, -0.3, 0.1], [0.3, 0.1, 0.2], [-0.4, -0.2, 0.8], [0.3, -0.2, -0.1], [-0.1, -0.2, -0.1], [-0.1, 0.2, 0.0], [0.1, 0.0, -0.5], [0.3, 0.2, -0.3]],
  "mulliken_charge": [-0.4972, -0.2865, -0.0832, -0.2249, 0.3413, -0.5187, 0.3197, 0.2710, 0.4249, 0.2536]
}


# 5
{
  "formula": "C5H4O",
  "method": "ωB97M-V/def2-TZVPD",
  "lumo_energy_ev": 0.9,
  "smiles": "O=C1[C@]23C[C@]12C3",
  "charge": 0,
  "energy_ev": -7292.46047,
  "orbital_gap_ev": 10.946,
  "e_above_lowest_kcal_mol": 74.9,
  "elements": ["O", "C", "C", "C", "C", "C", "H", "H", "H", "H"],
  "coordinates": [[-2.59674, -0.13714, 0.00519], [0.41331, -1.07261, 0.01382], [-0.18894, 0.05052, -0.81141], [-1.47932, 0.08692, -0.07102], [-0.15695, 0.08496, 0.81428], [0.58352, 1.10767, -0.03387], [1.52160, -1.15261, -0.15051], [0.06794, -2.04389, 0.12746], [1.71997, 1.06203, -0.06938], [0.11561, 2.01414, 0.17545]],
  "forces_ev_per_a": [[-3.1, -0.1, -0.2], [2.0, 0.6, -0.1], [-0.4, 0.2, -0.8], [4.4, -0.2, 0.6], [0.9, -0.6, 0.0], [0.8, -1.0, 0.6], [-1.1, 0.7, 0.5], [-1.4, -1.5, -0.2], [-1.9, 0.0, 0.0], [-0.2, 1.9, -0.6]],
  "mulliken_charge": [-0.3728, -0.3800, -0.2800, 0.6853, -0.2358, -0.2881, 0.1573, 0.2531, 0.2017, 0.2593]
}


# 6
{
  "formula": "C5H4O2",
  "method": "ωB97M-V/def2-TZVPD",
  "lumo_energy_ev": 0.2,
  "smiles": "O=c1cccco1",
  "charge": 0,
  "energy_ev": -9342.76082,
  "orbital_gap_ev": 9.589,
  "e_above_lowest_kcal_mol": 32.8,
  "elements": ["O", "O", "C", "C", "C", "C", "C", "H", "H", "H", "H"],
  "coordinates": [[2.64466, -0.31806, 0.10678], [0.64331, -1.40542, -0.14617], [-0.76229, -1.33540, 0.01202], [0.77906, 0.90919, -0.04838], [1.37965, -0.35528, -0.08414], [-0.48959, 1.06922, -0.04257], [-1.37884, -0.10825, 0.04845], [-2.40794, 0.00939, 0.00303], [1.52656, 1.73544, -0.15960], [-1.27100, -2.33387, 0.24227], [-0.66357, 2.13303, 0.06832]],
  "forces_ev_per_a": [[-3.6, -1.9, -1.1], [-2.5, -3.1, 0.4], [-0.5, 0.9, 0.4], [3.5, 1.4, -1.4], [6.5, 2.3, 1.7], [-3.2, 0.6, 0.7], [3.1, -0.8, -0.6], [-1.7, -0.1, 0.4], [-1.0, -0.8, 0.5], [1.2, 1.6, -0.8], [-1.7, -0.2, -0.3]],
  "mulliken_charge": [-0.6338, -0.2891, -0.2003, -0.1646, 0.5204, -0.1617, -0.4993, 0.4329, 0.3232, 0.3237, 0.3485]
}


# 7
{
  "formula": "C5H4O2",
  "method": "ωB97M-V/def2-TZVPD",
  "lumo_energy_ev": 1.0,
  "charge": 0,
  "energy_ev": -9338.14592,
  "orbital_gap_ev": 9.870,
  "e_above_lowest_kcal_mol": 139.2,
  "elements": ["O", "O", "C", "C", "C", "C", "C", "H", "H", "H", "H"],
  "coordinates": [[1.76675, -0.21175, 0.03290], [-1.54297, -1.02799, -0.16642], [-0.08231, -0.83512, -0.07326], [1.16702, 0.97830, -0.02683], [1.10919, -1.31073, 0.00467], [-1.51410, 0.51488, 0.14530], [-0.06555, 0.44428, -0.08005], [1.78207, -2.28641, 0.22017], [-2.09247, 0.62598, 1.11022], [-2.14661, 1.04458, -0.69281], [1.61898, 2.06398, -0.47390]],
  "forces_ev_per_a": [[9.9, 2.5, -0.3], [2.3, 1.4, 1.1], [-7.6, -6.1, -0.8], [-0.4, 1.6, -1.7], [3.7, -5.4, 1.2], [-4.2, -0.3, -2.6], [-3.1, 8.3, 1.2], [-2.2, 2.5, -0.9], [1.5, 0.2, -0.8], [1.1, -0.9, 1.6], [-0.8, -3.8, 1.9]],
  "mulliken_charge": [-0.2582, -0.4690, 0.5954, -0.2847, -0.5532, -0.2085, 0.2599, 0.2964, 0.2200, 0.1569, 0.2450]
}


# 8
{
  "formula": "C5H4O2",
  "method": "ωB97M-V/def2-TZVPD",
  "lumo_energy_ev": 0.8,
  "charge": 0,
  "energy_ev": -9342.55183,
  "orbital_gap_ev": 9.310,
  "e_above_lowest_kcal_mol": 37.6,
  "elements": ["O", "O", "C", "C", "C", "C", "C", "H", "H", "H", "H"],
  "coordinates": [[-0.57478, 3.16856, -0.57584], [2.10165, 1.38463, 1.00921], [-0.17873, 2.10646, -0.54560], [-0.23050, -1.17534, -0.25914], [1.06172, -0.75651, 0.29840], [1.54161, 0.42184, 0.65602], [-1.44942, -0.66051, -0.08552], [1.82679, -1.51810, 0.42841], [-1.65354, 0.19027, 0.55771], [-2.30205, -1.10135, -0.59538], [-0.14275, -2.05993, -0.88826]],
  "forces_ev_per_a": [[0.4, -1.1, 0.0], [-0.5, -0.9, -0.2], [-0.5, 1.4, -0.2], [-0.2, 0.0, 0.0], [0.0, 0.1, 0.1], [0.5, 0.4, 0.3], [0.2, -0.1, 0.0], [0.0, 0.0, 0.0], [0.1, -0.1, -0.1], [0.2, 0.1, 0.1], [0.0, 0.1, 0.1]],
  "mulliken_charge": [-0.1999, -0.3836, 0.1279, 0.0413, -0.5708, 0.6106, -0.7559, 0.2851, 0.3334, 0.2267, 0.2851]
}


# 9
{
  "formula": "C5H4O2Pt",
  "method": "ωB97M-V/def2-TZVPD",
  "lumo_energy_ev": [-10.7, -12.4],
  "spin_multiplicity": 3,
  "charge": 2,
  "energy_ev": -12563.37466,
  "orbital_gap_ev": [8.031, 6.526],
  "s2": 2.0385,
  "e_above_lowest_kcal_mol": 2.8,
  "elements": ["Pt", "O", "O", "C", "C", "C", "C", "C", "H", "H", "H", "H"],
  "coordinates": [[-3.56173, -3.34776, -0.22139], [-1.97470, -0.33261, 1.64298], [-2.04235, -2.87368, -0.23414], [-1.02600, -3.56361, -0.05535], [1.06022, -3.96569, 1.08245], [0.09427, -1.67352, 1.31566], [-1.03198, -0.97388, 1.46941], [0.16361, -3.01007, 0.76855], [1.44630, -4.05780, 2.09795], [0.96997, -1.22754, 1.79320], [1.16282, -4.85229, 0.45512], [-0.71894, -4.29692, -0.82057]],
  "forces_ev_per_a": [[-16.6, -5.1, -0.2], [2.6, -1.8, -0.5], [14.8, 5.5, 0.6], [4.3, 0.9, -1.1], [0.5, -1.7, 0.8], [1.8, -2.5, 0.0], [-4.0, 3.0, 0.4], [-3.4, 1.6, -0.5], [0.9, 0.5, -0.4], [0.0, 0.0, -0.1], [-0.1, 0.1, 0.1], [-0.7, -0.5, 0.6]],
  "mulliken_spin": [0.8786, 0.1735, 0.1966, -0.0387, 0.2917, 0.3446, 0.0755, 0.0356, 0.0125, 0.0008, 0.0222, 0.0072]
}


How do the records compare in F_max? In the order shown, they have 3.918 4.340 6.597 0.895 4.448 7.069 10.199 1.540 17.407 eV/Å.